a) Formula: C4H9N
Source: the OMol25 dataset
Level of theory: ωB97M-V with the def2-TZVPD basis set

Values from the calculation:
Molar mass: 71.123 g/mol
Orbital gap: 10.0 eV
HOMO energy: -8.72 eV

```
! RIJCOSX wB97M-V def2-TZVPD def2/J DEFGRID3
* xyz 0 1
C -1.824 0.475 -0.419
C -0.522 0.396 0.350
C -0.081 -0.954 0.798
N 0.544 -0.304 -0.326
C 1.934 0.077 -0.415
H -2.684 0.377 0.254
H -1.927 1.406 -0.985
H -1.860 -0.357 -1.132
H -0.286 1.240 1.008
H -0.729 -1.782 0.518
H 0.428 -1.075 1.756
H 2.419 0.490 0.486
H 2.497 -0.813 -0.720
H 2.030 0.813 -1.220
*
```



b) Formula: C4H9N
Source: the OMol25 dataset
Level of theory: ωB97M-V with the def2-TZVPD basis set

Values from the calculation:
Molar mass: 71.123 g/mol
Orbital gap: 11.0 eV
HOMO energy: -9.93 eV

```
! RIJCOSX wB97M-V def2-TZVPD def2/J DEFGRID3
* xyz 0 1
H 0.426 2.267 1.875
N 0.417 1.291 1.553
C 0.489 1.230 0.263
C 0.359 -0.082 -0.430
C -0.927 -0.170 -1.237
C 0.289 -1.250 0.761
H 0.688 2.133 -0.337
H 1.226 -0.222 -1.084
H -0.964 -1.106 -1.806
H -1.013 0.663 -1.944
H -1.807 -0.145 -0.586
H 0.124 -2.185 0.221
H 1.241 -1.275 1.296
H -0.548 -1.149 1.455
*
```



From most stable to least stable, the computed energies give b), a).



a) Formula: C4H9N
Source: the OMol25 dataset
Level of theory: ωB97M-V with the def2-TZVPD basis set

Values from the calculation:
Molar mass: 71.123 g/mol
Orbital gap: 10.3 eV
HOMO energy: -9.25 eV

```
! RIJCOSX wB97M-V def2-TZVPD def2/J DEFGRID3
* xyz 0 1
C -1.035 -1.197 -0.024
C -0.154 0.017 -0.045
C -0.822 1.336 -0.070
C 1.200 -0.110 -0.649
N 1.015 -0.167 0.816
H -0.494 -2.140 0.187
H -1.699 -1.072 0.815
H -1.561 -1.257 -0.968
H -0.980 1.551 1.185
H -0.097 2.085 -0.617
H -1.899 1.321 -0.631
H 1.536 -1.037 -1.173
H 1.610 0.767 -1.076
H 1.343 0.668 1.291
*
```



b) Formula: C4H9N
Source: the OMol25 dataset
Level of theory: ωB97M-V with the def2-TZVPD basis set

Values from the calculation:
Molar mass: 71.123 g/mol
Orbital gap: 5.5 eV
HOMO energy: -6.09 eV

```
! RIJCOSX wB97M-V def2-TZVPD def2/J DEFGRID3
* xyz 0 1
C 2.048 -0.217 0.096
N -1.071 1.234 -0.689
C -0.463 0.107 0.021
C 0.774 0.060 0.817
C -1.420 -1.108 -0.087
H 1.753 0.848 -0.200
H 1.957 -0.792 -0.894
H 2.865 -0.383 0.844
H -0.581 2.105 -0.411
H -0.079 0.326 -1.069
H 0.796 0.190 1.878
H -0.983 -2.017 0.347
H -1.802 -1.121 -1.123
H -2.318 -0.798 0.456
*
```



c) Formula: C4H9N
Source: the OMol25 dataset
Level of theory: ωB97M-V with the def2-TZVPD basis set

Values from the calculation:
Molar mass: 71.123 g/mol
Orbital gap: 7.6 eV
HOMO energy: -7.30 eV

```
! RIJCOSX wB97M-V def2-TZVPD def2/J DEFGRID3
* xyz 0 1
C -1.811 1.114 -0.366
C -1.082 -0.211 -0.318
C 0.064 -0.721 -0.910
C 1.340 -0.498 -0.114
N 1.227 -0.712 1.366
H -2.076 1.366 0.655
H -1.165 1.928 -0.696
H -2.669 1.140 -1.048
H -1.053 -0.627 0.702
H 0.165 -1.409 -1.745
H 2.038 -1.289 -0.417
H 1.829 0.417 -0.464
H 2.226 -0.686 1.581
H 0.967 0.189 1.774
*
```



d) Formula: C4H9N
Source: the OMol25 dataset
Level of theory: ωB97M-V with the def2-TZVPD basis set

Values from the calculation:
Molar mass: 71.123 g/mol
Orbital gap: 10.4 eV
HOMO energy: -9.11 eV

```
! RIJCOSX wB97M-V def2-TZVPD def2/J DEFGRID3
* xyz 0 1
C -1.174 -0.507 1.376
C -0.597 0.566 0.455
N -0.156 -0.021 -0.785
C 0.914 0.606 -1.522
C 1.146 -0.644 -0.755
H -2.004 -1.033 0.892
H -0.416 -1.252 1.647
H -1.547 -0.054 2.301
H 0.239 1.082 0.960
H -1.363 1.308 0.216
H 1.320 1.523 -1.095
H 0.853 0.587 -2.608
H 1.015 -1.598 -1.228
H 1.771 -0.563 0.148
*
```



From most stable to least stable, the computed energies give d), a), c), b).



a) Formula: C4H9N
Source: the OMol25 dataset
Level of theory: ωB97M-V with the def2-TZVPD basis set

Values from the calculation:
Molar mass: 71.123 g/mol
Orbital gap: 6.2 eV
HOMO energy: -6.70 eV

```
! RIJCOSX wB97M-V def2-TZVPD def2/J DEFGRID3
* xyz 0 1
C 1.894 0.689 0.607
N -1.380 -0.760 0.806
C -0.433 -0.161 -0.092
C 0.996 -0.279 -0.167
C -1.161 0.299 -1.346
H 1.531 0.132 1.485
H 2.977 0.653 0.529
H 1.621 1.744 0.673
H -0.819 -1.309 1.471
H -0.601 0.432 0.912
H 1.514 -1.241 -0.190
H -1.652 -0.612 -1.697
H -0.580 0.879 -2.054
H -2.057 0.885 -1.100
*
```



b) Formula: C4H9N
Source: the OMol25 dataset
Level of theory: ωB97M-V with the def2-TZVPD basis set

Values from the calculation:
Molar mass: 71.123 g/mol
Orbital gap: 10.7 eV
HOMO energy: -9.59 eV

```
! RIJCOSX wB97M-V def2-TZVPD def2/J DEFGRID3
* xyz 0 1
H 0.685 -2.363 -0.293
N -0.001 -1.660 -0.020
C 0.458 -0.494 0.141
C 1.851 -0.042 -0.210
C -0.489 0.563 0.610
C -1.836 0.467 -0.238
H 2.327 0.396 0.666
H 2.461 -0.869 -0.571
H 1.805 0.724 -0.984
H -0.044 1.556 0.536
H -0.771 0.351 1.642
H -1.628 0.688 -1.282
H -2.281 -0.517 -0.148
H -2.536 1.201 0.152
*
```



c) Formula: C4H9N
Source: the OMol25 dataset
Level of theory: ωB97M-V with the def2-TZVPD basis set

Values from the calculation:
Molar mass: 71.123 g/mol
Orbital gap: 10.3 eV
HOMO energy: -8.98 eV

```
! RIJCOSX wB97M-V def2-TZVPD def2/J DEFGRID3
* xyz 0 1
C -1.860 0.511 -0.353
C -0.515 0.292 0.293
C 0.001 -1.052 0.651
N 0.529 -0.337 -0.498
C 1.882 0.197 -0.385
H -2.642 0.637 0.407
H -1.847 1.409 -0.981
H -2.122 -0.343 -0.986
H -0.187 1.099 0.954
H -0.581 -1.945 0.422
H 0.630 -1.132 1.539
H 1.911 1.156 0.152
H 2.537 -0.505 0.141
H 2.296 0.357 -1.385
*
```



From most stable to least stable, the computed energies give b), c), a).



a) Formula: C4H9N
Source: the OMol25 dataset
Level of theory: ωB97M-V with the def2-TZVPD basis set

Values from the calculation:
Molar mass: 71.123 g/mol
Orbital gap: 10.0 eV
HOMO energy: -8.75 eV

```
! RIJCOSX wB97M-V def2-TZVPD def2/J DEFGRID3
* xyz 0 1
C -0.549 0.094 -1.723
N -0.969 0.563 -0.433
C -0.379 -0.293 0.550
C 0.215 0.179 1.765
C 1.120 -0.455 0.710
H -1.126 -0.801 -2.216
H -0.627 0.933 -2.519
H 0.572 -0.196 -1.719
H -0.712 1.527 -0.350
H -0.896 -1.317 0.509
H -0.148 -0.389 2.625
H 0.238 1.242 1.801
H 1.612 0.337 0.122
H 1.646 -1.425 0.880
*
```



b) Formula: C4H9N
Source: the OMol25 dataset
Level of theory: ωB97M-V with the def2-TZVPD basis set

Values from the calculation:
Molar mass: 71.123 g/mol
Orbital gap: 6.7 eV
HOMO energy: -6.09 eV

```
! RIJCOSX wB97M-V def2-TZVPD def2/J DEFGRID3
* xyz 0 1
C 0.429 -1.477 0.478
C 0.780 -0.250 -0.037
N 2.087 0.058 -0.228
C -0.270 0.865 -0.227
C -1.724 0.406 -0.024
H -0.002 -2.236 -0.168
H 0.021 -1.511 1.488
H 2.426 0.984 -0.445
H 2.709 -0.729 -0.112
H -0.174 1.355 -1.203
H -0.031 1.626 0.554
H -2.124 -0.194 -0.867
H -1.829 -0.236 0.844
H -2.297 1.340 -0.053
*
```



c) Formula: C4H9N
Source: the OMol25 dataset
Level of theory: ωB97M-V with the def2-TZVPD basis set

Values from the calculation:
Molar mass: 71.123 g/mol
Orbital gap: 8.9 eV
HOMO energy: -7.86 eV

```
! RIJCOSX wB97M-V def2-TZVPD def2/J DEFGRID3
* xyz 0 1
C -0.317 -0.350 1.385
C -0.051 0.296 0.047
C 0.220 1.760 0.014
C 0.053 -0.427 -1.056
N -0.179 -1.818 -1.177
H -0.821 -1.306 1.221
H 0.605 -0.477 1.946
H -0.989 0.265 1.986
H 1.144 2.036 0.543
H 0.296 2.210 -0.972
H -0.535 2.325 0.563
H 0.246 0.045 -2.013
H 0.131 -2.184 -2.063
H 0.196 -2.375 -0.425
*
```



From most stable to least stable, the computed energies give c), a), b).



a) Formula: C4H9N
Source: the OMol25 dataset
Level of theory: ωB97M-V with the def2-TZVPD basis set

Values from the calculation:
Molar mass: 71.123 g/mol
Orbital gap: 8.8 eV
HOMO energy: -7.82 eV

```
! RIJCOSX wB97M-V def2-TZVPD def2/J DEFGRID3
* xyz 0 1
C 1.415 0.312 -0.806
C 0.501 0.128 0.162
C 0.933 -0.040 1.628
N -0.880 0.121 0.018
C -1.687 -0.369 -1.085
H 2.383 -0.098 -0.556
H 1.261 0.820 -1.764
H 1.920 0.105 1.743
H 0.482 -1.013 2.042
H 0.409 0.625 2.282
H -1.272 -0.214 0.913
H -1.461 -1.328 -1.547
H -1.674 0.406 -1.921
H -2.861 -0.333 -0.709
*
```



b) Formula: C4H9N
Source: the OMol25 dataset
Level of theory: ωB97M-V with the def2-TZVPD basis set

Values from the calculation:
Molar mass: 71.123 g/mol
Orbital gap: 10.5 eV
HOMO energy: -9.30 eV

```
! RIJCOSX wB97M-V def2-TZVPD def2/J DEFGRID3
* xyz 0 1
C -2.139 0.022 -0.170
C -0.932 0.059 0.394
C 0.380 0.126 -0.354
C 1.237 -1.089 -0.012
N 1.133 1.358 -0.057
H -3.065 -0.008 0.408
H -2.238 0.021 -1.252
H -0.845 0.041 1.494
H 0.156 0.112 -1.423
H 1.529 -1.073 1.046
H 0.712 -2.033 -0.189
H 2.178 -1.054 -0.586
H 0.551 2.158 -0.239
H 1.342 1.363 0.939
*
```



From most stable to least stable, the computed energies give b), a).



a) Formula: C4H9N
Source: the OMol25 dataset
Level of theory: ωB97M-V with the def2-TZVPD basis set

Values from the calculation:
Molar mass: 71.123 g/mol
Orbital gap: 8.6 eV
HOMO energy: -7.58 eV

```
! RIJCOSX wB97M-V def2-TZVPD def2/J DEFGRID3
* xyz 0 1
C -0.561 -0.771 1.614
C -0.036 -0.269 0.494
C 1.354 -0.689 0.148
N -0.683 0.596 -0.336
C -0.253 1.049 -1.599
H -0.076 -1.654 2.312
H -1.494 -0.532 1.970
H 2.214 -0.008 0.097
H 1.364 -0.923 -0.996
H 1.736 -1.360 0.964
H -1.621 0.845 0.006
H -1.174 1.237 -2.271
H 0.448 0.297 -2.004
H 0.362 2.002 -1.673
*
```



b) Formula: C4H9N
Source: the OMol25 dataset
Level of theory: ωB97M-V with the def2-TZVPD basis set

Values from the calculation:
Molar mass: 71.123 g/mol
Orbital gap: 9.5 eV
HOMO energy: -8.33 eV

```
! RIJCOSX wB97M-V def2-TZVPD def2/J DEFGRID3
* xyz 0 1
C 2.137 0.036 -0.444
N 0.773 -0.325 -0.045
C 0.220 0.512 1.058
C 0.612 -0.656 1.395
H 2.724 0.502 0.364
H 2.656 -0.866 -0.788
H 2.076 0.734 -1.286
H -0.295 1.452 1.163
H 0.689 -1.522 2.030
C -2.324 0.024 -0.684
H -3.147 0.120 0.028
H -1.856 1.001 -0.842
H -2.699 -0.349 -1.639
H -1.566 -0.664 -0.310
*
```



From most stable to least stable, the computed energies give a), b).